53
Properties=species:S:1:pos:R:3:nbo_charge:R:1 method="wB97M-V/def2-TZVPD" largest_force_ha_per_bohr=0.016 smiles="COc1ccc(C(=O)Oc2ccc(F)cc2C(=O)/C=C/c2ccc(OC)c(OC)c2)cc1" e_lumo_ev=-0.25 orbital_gap_ev=7.8770
F 7.2326 0.6767 0.8897 -0.3206
O -3.4205 0.6645 2.0976 -0.5318
O -4.0089 -2.0575 -0.6541 -0.4858
O -5.2096 1.2803 -0.0575 -0.4960
O 2.1405 -1.1238 -1.8738 -0.5767
O 2.1344 -1.2636 0.3774 -0.5383
O 3.0612 2.2169 -1.5139 -0.5313
C -4.7052 -2.3145 0.5441 -0.2580
C 0.3153 1.7310 -0.9130 -0.0788
C -1.5778 1.2410 0.6318 -0.2631
C -3.8567 1.3602 -0.1424 0.2654
C 2.7205 1.4578 -0.6309 0.5455
C -2.0472 -1.6091 -1.8284 -0.2602
C -2.9294 1.0943 0.8864 0.2902
C 3.7169 0.5497 0.0240 -0.1853
C 3.4121 -0.7405 0.4710 0.3696
C -2.5271 0.5202 3.1749 -0.2514
C 5.6767 -1.0578 1.2154 -0.2459
C -0.6861 -1.4442 -1.8918 -0.1255
C -1.0946 1.6154 -0.6248 -0.1068
C 4.3890 -1.5336 1.0582 -0.2540
C -5.8674 1.4045 1.1846 -0.2395
C -1.8793 -2.1245 0.5204 -0.3457
C 5.0237 1.0096 0.1512 -0.2182
C 1.3446 1.3764 -0.1264 -0.3419
C -0.5122 -1.9434 0.4536 -0.0893
C -2.6653 -1.9396 -0.6167 0.3476
C 1.5383 -1.3085 -0.8490 0.7997
C 0.0990 -1.5939 -0.7459 -0.2406
C 5.9766 0.2111 0.7497 0.3797
C -3.3687 1.7179 -1.3981 -0.2453
C -2.0210 1.8433 -1.6432 -0.1695
H -5.7611 -2.2808 0.2816 0.2044
H -0.1994 -1.1811 -2.8179 0.2394
H -2.3283 -2.4070 1.4600 0.2213
H -0.8681 1.0515 1.4189 0.2189
H -4.4933 -1.5520 1.2987 0.1849
H 5.2761 1.9911 -0.2190 0.2492
H -2.0108 1.4587 3.3978 0.1829
H 4.1244 -2.5265 1.3870 0.2287
H 0.0915 -2.0798 1.3382 0.2197
H -1.7899 -0.2664 2.9856 0.1766
H 1.2070 0.9790 0.8681 0.2103
H -2.6706 -1.4808 -2.6982 0.2310
H 6.4439 -1.6597 1.6755 0.2319
H -1.6765 2.1239 -2.6263 0.2170
H -4.0952 1.8996 -2.1740 0.2295
H -5.5018 2.2677 1.7458 0.1795
H -3.1442 0.2386 4.0274 0.2011
H -5.7630 0.5076 1.7983 0.1817
H -6.9183 1.5533 0.9370 0.1910
H -4.4623 -3.3042 0.9443 0.1769
H 0.5640 2.0941 -1.9030 0.2260